(1)
This record from the Open Molecules 2025 dataset describes C42H40BF4N4O3P2ReS3 as an isolated structure in a non-equilibrium geometry. The level of theory is ωB97M-V/def2-TZVPD.

Positions of all 100 atoms, in Å:
Re -0.749 0.013 -0.171
C -0.836 -3.521 -0.287
C -1.604 -2.424 0.347
N -0.914 -1.517 1.092
N -1.357 -1.305 2.386
C -1.023 -0.155 2.849
S -0.253 1.006 1.795
S -1.510 0.188 4.499
C -0.109 1.179 5.114
C 1.070 0.335 5.495
C 2.101 0.117 4.587
C 3.164 -0.713 4.916
C 3.206 -1.329 6.158
C 2.187 -1.104 7.072
C 1.125 -0.278 6.741
C -3.011 -2.262 0.229
C -3.893 -3.347 0.046
C -5.239 -3.131 -0.081
C -5.727 -1.814 -0.073
C -4.886 -0.733 0.034
C -3.508 -0.942 0.161
O -2.690 0.102 0.098
H -0.780 -4.338 0.441
H 0.179 -3.184 -0.493
H -1.297 -3.881 -1.201
H -0.535 1.695 5.974
H 0.152 1.930 4.369
H 2.094 0.606 3.620
H 3.961 -0.861 4.200
H 4.034 -1.973 6.418
H 2.221 -1.571 8.047
H 0.330 -0.111 7.458
H -3.496 -4.353 0.056
H -5.922 -3.960 -0.190
H -6.791 -1.644 -0.178
H -5.255 0.282 -0.002
O 1.142 0.038 -0.906
P 1.825 0.796 -2.049
C 0.595 1.186 -3.329
P -0.774 2.184 -2.676
O -0.993 1.789 -1.206
C -2.223 1.878 -3.656
C -3.295 1.206 -3.079
C -4.397 0.888 -3.857
C -4.427 1.241 -5.195
C -3.360 1.922 -5.769
C -2.256 2.243 -5.002
C -0.328 3.912 -2.745
C 0.284 4.464 -3.869
C 0.577 5.817 -3.901
C 0.267 6.616 -2.809
C -0.336 6.068 -1.689
C -0.638 4.716 -1.651
C 2.530 2.332 -1.492
C 2.332 2.733 -0.174
C 2.801 3.969 0.243
C 3.463 4.795 -0.650
C 3.671 4.392 -1.964
C 3.204 3.161 -2.388
C 3.069 -0.218 -2.813
C 2.668 -1.288 -3.616
C 3.624 -2.123 -4.170
C 4.972 -1.892 -3.925
C 5.370 -0.836 -3.116
C 4.421 0.005 -2.555
H 0.146 0.253 -3.674
H 1.085 1.669 -4.176
H -3.267 0.927 -2.034
H -5.224 0.349 -3.416
H -5.286 0.986 -5.801
H -3.390 2.198 -6.814
H -1.430 2.775 -5.456
H 0.538 3.850 -4.724
H 1.047 6.246 -4.775
H 0.502 7.671 -2.833
H -0.576 6.694 -0.841
H -1.105 4.282 -0.777
H 1.843 2.068 0.521
H 2.657 4.279 1.269
H 3.829 5.759 -0.322
H 4.199 5.036 -2.654
H 3.367 2.850 -3.414
H 1.618 -1.491 -3.795
H 3.317 -2.952 -4.792
H 5.716 -2.538 -4.368
H 6.420 -0.668 -2.918
H 4.726 0.813 -1.904
F -1.431 -1.022 -4.381
B -1.617 -1.801 -3.265
F -1.082 -0.897 -2.108
F -0.795 -2.892 -3.250
F -2.912 -2.056 -2.953
N 3.809 -2.379 -0.088
C 3.321 -1.657 0.938
N 2.487 -2.304 1.771
S 3.743 -0.062 1.205
H 3.482 -3.306 -0.301
H 4.404 -1.914 -0.752
H 2.237 -3.270 1.650
H 2.092 -1.794 2.543

Summary:
2S+1 = 2
expectation value of S² = 0.773
LUMO (spin up / spin down) = -4.0 / -3.7 eV
orbital gap (spin up / spin down) = 0.2302 / 0.2444 Eh
molar mass = 1079.97 Da
net charge = +1
DFT total energy = -121071.329 eV

---

(2)
This record from the Open Molecules 2025 dataset describes C42H40ClCoN5S as an isolated structure. The level of theory is ωB97M-V/def2-TZVPD.

Positions of all 90 atoms, in Å:
Co 0.724 -0.655 -0.715
C -0.553 -1.835 3.100
C 0.314 -0.660 3.557
C 1.395 -0.188 2.583
N 0.982 0.447 1.338
C 0.823 1.741 1.341
C 0.764 2.526 2.543
C 0.533 3.863 2.772
C 0.350 4.935 1.900
C 0.454 4.850 0.521
C 0.728 3.772 -0.296
C 0.884 2.376 -0.030
N 1.175 1.520 -0.957
C 1.630 1.950 -2.253
C 2.454 0.818 -2.871
C 3.442 0.207 -1.869
N 2.771 -0.764 -1.027
C 3.405 -1.478 -0.160
C 4.794 -1.277 0.158
C 5.706 -2.084 0.794
C 5.566 -3.365 1.328
C 4.365 -4.060 1.417
C 3.070 -3.696 1.108
C 2.526 -2.504 0.523
N 1.252 -2.258 0.448
C 0.287 -3.162 1.047
C 0.202 -3.069 2.579
H -1.259 -1.496 2.344
H -1.169 -2.132 3.955
H 0.839 -0.950 4.478
H -0.348 0.171 3.816
H 1.998 -1.054 2.321
H 2.076 0.483 3.121
H 0.847 1.948 3.452
H 0.473 4.120 3.828
H 0.123 5.902 2.332
H 0.301 5.785 -0.014
H 0.754 4.014 -1.351
H 2.280 2.834 -2.149
H 0.805 2.240 -2.921
H 2.996 1.206 -3.740
H 1.793 0.018 -3.214
H 3.901 1.009 -1.273
H 4.257 -0.295 -2.409
H 5.182 -0.327 -0.188
H 6.704 -1.657 0.870
H 6.456 -3.849 1.714
H 4.447 -5.060 1.840
H 2.330 -4.447 1.349
H 0.489 -4.197 0.744
H -0.692 -2.907 0.634
H 1.212 -3.110 3.002
H -0.314 -3.971 2.924
S -3.077 -0.559 -3.668
C -3.288 0.981 -2.898
C -4.299 1.920 -3.086
C -4.266 3.073 -2.324
C -3.256 3.275 -1.380
C -2.259 2.338 -1.193
C -2.258 1.184 -1.973
N -1.331 0.147 -1.897
C -1.625 -0.808 -2.708
C -0.775 -1.994 -2.868
C -1.141 -3.015 -3.747
C -0.280 -4.071 -3.975
C 0.951 -4.076 -3.322
C 1.283 -3.066 -2.432
C 0.429 -1.990 -2.138
H -5.097 1.739 -3.795
H -5.050 3.812 -2.437
H -3.272 4.155 -0.750
H -1.516 2.475 -0.427
H -2.102 -2.983 -4.251
H -0.557 -4.873 -4.650
H 1.657 -4.880 -3.506
H 2.248 -3.125 -1.942
Cl -5.927 4.299 2.141
C -5.049 2.821 1.714
C -5.667 1.837 0.946
C -4.993 0.692 0.597
C -3.627 0.438 0.994
C -2.928 -0.677 0.602
C -3.045 1.494 1.793
C -3.731 2.636 2.131
H -6.686 1.991 0.604
H -5.487 -0.038 -0.037
H -3.385 -1.406 -0.060
H -1.865 -0.775 0.782
H -2.011 1.390 2.106
H -3.236 3.409 2.709

Summary:
2S+1 = 2
expectation value of S² = 0.992
LUMO = 4.2 eV
orbital gap = 0.1503 Eh
molar mass = 741.27 Da
net charge = -2
DFT total energy = -112636.628 eV

---

(3)
This record from the Open Molecules 2025 dataset describes C42H40FGeN3O6W as an isolated structure. The level of theory is ωB97M-V/def2-TZVPD.

Positions of all 94 atoms, in Å:
W -2.215 0.258 -1.240
O -2.139 -1.599 -0.174
C -3.154 -1.884 0.954
C -3.707 -0.491 1.247
O -4.305 -0.117 2.179
O -3.415 0.390 0.172
C -4.213 -2.785 0.363
C -5.558 -2.430 0.349
C -6.499 -3.300 -0.189
C -6.097 -4.518 -0.717
C -4.752 -4.875 -0.706
C -3.812 -4.017 -0.162
C -2.372 -2.402 2.129
C -2.714 -3.601 2.748
C -1.992 -4.032 3.853
C -0.937 -3.276 4.338
C -0.606 -2.068 3.734
C -1.326 -1.627 2.638
H -1.289 -1.979 0.108
H -5.898 -1.499 0.783
H -7.547 -3.031 -0.177
H -6.831 -5.202 -1.120
H -4.444 -5.836 -1.098
H -2.769 -4.311 -0.122
H -3.551 -4.187 2.396
H -2.266 -4.957 4.341
H -0.387 -3.616 5.204
H 0.193 -1.463 4.140
H -1.111 -0.654 2.205
C 4.497 4.439 -1.000
C 3.220 4.767 -0.249
N 2.272 3.612 -0.218
C 1.287 3.594 -1.090
C 0.341 2.577 -1.167
C -0.692 2.761 -2.187
O -0.745 3.546 -3.059
O -1.759 1.822 -2.030
C 0.428 1.481 -0.293
O -0.424 0.477 -0.285
C 1.510 1.484 0.635
C 1.701 0.436 1.560
C 2.719 0.473 2.457
F 2.799 -0.549 3.321
C 3.669 1.540 2.538
C 3.472 2.566 1.607
C 2.427 2.555 0.683
N 4.686 1.549 3.456
C 5.649 2.646 3.533
C 5.958 3.017 4.979
N 6.273 1.781 5.807
C 6.406 0.558 4.949
C 5.115 0.330 4.180
H 5.148 5.312 -0.991
H 4.283 4.198 -2.041
H 5.039 3.603 -0.559
H 2.681 5.581 -0.729
H 3.389 5.075 0.780
H 1.217 4.433 -1.772
H 1.036 -0.415 1.584
H 4.161 3.388 1.564
H 5.257 3.552 3.086
H 6.562 2.399 2.986
H 5.115 3.515 5.452
H 6.821 3.677 5.016
H 5.532 1.630 6.494
H 7.129 1.925 6.348
H 6.600 -0.296 5.594
H 7.272 0.703 4.308
H 4.338 0.008 4.871
H 5.304 -0.491 3.487
Ge -1.125 -1.240 -3.045
C -3.319 -0.610 -2.796
C -4.024 0.474 -3.386
C -5.256 0.258 -3.963
C -5.779 -1.034 -4.039
C -5.083 -2.112 -3.506
C -3.870 -1.910 -2.864
C -0.381 -0.658 -4.672
C -0.579 0.637 -5.172
C -0.051 0.981 -6.400
C 0.677 0.041 -7.129
C 0.880 -1.243 -6.637
C 0.352 -1.600 -5.408
H -1.024 -2.732 -2.752
H -3.618 1.480 -3.398
H -5.793 1.091 -4.396
H -6.734 -1.198 -4.521
H -5.499 -3.109 -3.558
H -3.392 -2.741 -2.365
H -1.163 1.368 -4.625
H -0.213 1.971 -6.804
H 1.083 0.311 -8.095
H 1.439 -1.965 -7.216
H 0.495 -2.609 -5.037

Summary:
2S+1 = 1
LUMO = -11.7 eV
orbital gap = 0.2258 Eh
molar mass = 958.25 Da
net charge = +4
DFT total energy = -121981.357 eV

---

Repeat the third record exactly.
This record from the Open Molecules 2025 dataset describes C42H40FGeN3O6W as an isolated structure. The level of theory is ωB97M-V/def2-TZVPD.

Positions of all 94 atoms, in Å:
W -2.215 0.258 -1.240
O -2.139 -1.599 -0.174
C -3.154 -1.884 0.954
C -3.707 -0.491 1.247
O -4.305 -0.117 2.179
O -3.415 0.390 0.172
C -4.213 -2.785 0.363
C -5.558 -2.430 0.349
C -6.499 -3.300 -0.189
C -6.097 -4.518 -0.717
C -4.752 -4.875 -0.706
C -3.812 -4.017 -0.162
C -2.372 -2.402 2.129
C -2.714 -3.601 2.748
C -1.992 -4.032 3.853
C -0.937 -3.276 4.338
C -0.606 -2.068 3.734
C -1.326 -1.627 2.638
H -1.289 -1.979 0.108
H -5.898 -1.499 0.783
H -7.547 -3.031 -0.177
H -6.831 -5.202 -1.120
H -4.444 -5.836 -1.098
H -2.769 -4.311 -0.122
H -3.551 -4.187 2.396
H -2.266 -4.957 4.341
H -0.387 -3.616 5.204
H 0.193 -1.463 4.140
H -1.111 -0.654 2.205
C 4.497 4.439 -1.000
C 3.220 4.767 -0.249
N 2.272 3.612 -0.218
C 1.287 3.594 -1.090
C 0.341 2.577 -1.167
C -0.692 2.761 -2.187
O -0.745 3.546 -3.059
O -1.759 1.822 -2.030
C 0.428 1.481 -0.293
O -0.424 0.477 -0.285
C 1.510 1.484 0.635
C 1.701 0.436 1.560
C 2.719 0.473 2.457
F 2.799 -0.549 3.321
C 3.669 1.540 2.538
C 3.472 2.566 1.607
C 2.427 2.555 0.683
N 4.686 1.549 3.456
C 5.649 2.646 3.533
C 5.958 3.017 4.979
N 6.273 1.781 5.807
C 6.406 0.558 4.949
C 5.115 0.330 4.180
H 5.148 5.312 -0.991
H 4.283 4.198 -2.041
H 5.039 3.603 -0.559
H 2.681 5.581 -0.729
H 3.389 5.075 0.780
H 1.217 4.433 -1.772
H 1.036 -0.415 1.584
H 4.161 3.388 1.564
H 5.257 3.552 3.086
H 6.562 2.399 2.986
H 5.115 3.515 5.452
H 6.821 3.677 5.016
H 5.532 1.630 6.494
H 7.129 1.925 6.348
H 6.600 -0.296 5.594
H 7.272 0.703 4.308
H 4.338 0.008 4.871
H 5.304 -0.491 3.487
Ge -1.125 -1.240 -3.045
C -3.319 -0.610 -2.796
C -4.024 0.474 -3.386
C -5.256 0.258 -3.963
C -5.779 -1.034 -4.039
C -5.083 -2.112 -3.506
C -3.870 -1.910 -2.864
C -0.381 -0.658 -4.672
C -0.579 0.637 -5.172
C -0.051 0.981 -6.400
C 0.677 0.041 -7.129
C 0.880 -1.243 -6.637
C 0.352 -1.600 -5.408
H -1.024 -2.732 -2.752
H -3.618 1.480 -3.398
H -5.793 1.091 -4.396
H -6.734 -1.198 -4.521
H -5.499 -3.109 -3.558
H -3.392 -2.741 -2.365
H -1.163 1.368 -4.625
H -0.213 1.971 -6.804
H 1.083 0.311 -8.095
H 1.439 -1.965 -7.216
H 0.495 -2.609 -5.037

Summary:
2S+1 = 1
LUMO = -11.7 eV
orbital gap = 0.2258 Eh
molar mass = 958.25 Da
net charge = +4
DFT total energy = -121981.357 eV

---

Question: Which value of DFT total energy does entry 1 give?
Answer: -121071.329 eV

---

Question: What is the formula in the first record?
Answer: C42H40BF4N4O3P2ReS3